1.
ORCA calculation (the ωB97M-V functional and the def2-TZVPD basis) on a 3-piece molecular cluster, C4H16N2O2 overall.

Last column: Mulliken charge in e.
Geometry (Å):
N -0.827 -1.054 -0.128  -0.47
C -0.632 -0.544 -1.476  -0.72
C 0.778 -0.030 -1.751  -0.68
N 1.027 1.202 -0.998  0.08
C 0.665 2.368 -1.772  -1.07
C 2.396 1.284 -0.506  -1.02
H -0.022 -1.518 0.275  0.25
H -1.107 -0.345 0.528  0.21
H -1.376 0.229 -1.675  0.32
H -0.825 -1.372 -2.164  0.32
H 0.860 0.195 -2.818  0.35
H 1.479 -0.796 -1.442  0.45
H -0.364 2.264 -2.122  0.28
H 0.644 3.252 -1.129  0.36
H 1.355 2.579 -2.609  0.36
H 2.556 0.423 0.121  0.33
H 2.520 2.209 0.040  0.32
H 3.124 1.303 -1.332  0.35
H -0.051 -3.716 2.311  0.31
H -1.124 -2.658 2.028  0.36
O -0.861 -3.327 2.674  -0.66
H -1.366 0.332 3.234  0.31
H -2.469 1.384 2.903  0.31
O -2.264 0.440 2.919  -0.64

Energy above the lowest of the compared OMol25 structures with the same formula, charge and spin, eV: 0.919
Spin multiplicity: 1
HOMO energy, Eh: -0.317
Largest force on an atom, eV/Å: 1.246
Structure (SMILES): CN(C)CCN.O.O
E_tot, a.u.: -421.95764



2.
ORCA calculation (the ωB97M-V functional and the def2-TZVPD basis) on a 3-piece molecular cluster, C4H16N2O2 overall.

Last column: Mulliken charge in e.
Geometry (Å):
C -0.938 0.378 -2.561  -1.19
C -0.644 -0.243 -1.037  0.27
C 0.853 -0.735 -1.058  -0.80
C 1.616 -0.016 0.064  -0.77
N 2.968 -0.542 0.041  -0.65
N -1.782 -1.099 -0.861  -0.72
H -0.046 0.354 -3.184  0.34
H -1.654 -0.322 -2.942  0.36
H -1.004 1.457 -2.434  0.29
H -0.612 0.720 -0.508  0.30
H 1.180 -0.597 -2.073  0.29
H 0.926 -1.820 -0.848  0.27
H 1.618 1.088 -0.045  0.53
H 1.010 -0.192 0.974  0.51
H 2.962 -1.479 0.436  0.25
H 3.547 0.064 0.617  0.23
H -1.786 -1.707 -0.051  0.22
H -1.948 -1.759 -1.626  0.23
H -3.471 1.466 3.717  0.32
H -3.905 0.631 2.473  0.32
O -4.240 1.188 3.195  -0.65
H 2.375 0.609 2.864  0.30
H 1.405 1.427 1.980  0.39
O 1.571 1.130 2.868  -0.66

Energy above the lowest of the compared OMol25 structures with the same formula, charge and spin, eV: 1.881
Spin multiplicity: 1
HOMO energy, Eh: -0.342
Largest force on an atom, eV/Å: 4.343
Structure (SMILES): C[C@@H](N)CCN.O.O
E_tot, a.u.: -421.92231



3.
ORCA calculation (the ωB97M-V functional and the def2-TZVPD basis) on a 3-piece molecular cluster, C4H16N2O2 overall.

Last column: Mulliken charge in e.
Geometry (Å):
C 0.549 1.807 -2.081  -0.83
N -0.773 1.423 -1.598  -0.43
C 0.157 -0.912 -1.046  -0.92
C -0.943 0.108 -0.910  0.57
C -1.320 0.468 0.538  -1.10
N -1.459 -0.665 1.470  -0.43
H 0.737 1.412 -3.083  0.30
H 0.595 2.892 -2.137  0.31
H 1.362 1.457 -1.454  0.21
H -1.342 1.405 -2.438  0.31
H 0.103 -1.523 -1.927  0.34
H 0.183 -1.668 -0.257  0.11
H 1.138 -0.453 -0.987  0.12
H -1.854 -0.288 -1.350  0.23
H -0.539 1.128 0.927  0.38
H -2.175 1.129 0.477  0.35
H -2.353 -1.104 1.284  0.21
H -1.509 -0.288 2.404  0.25
H 2.998 0.574 1.125  0.31
H 2.283 -0.241 2.204  0.35
O 2.931 0.461 2.076  -0.65
H 0.052 -2.203 1.577  0.39
H 0.416 -2.377 3.035  0.31
O 0.760 -2.543 2.152  -0.67

Energy above the lowest of the compared OMol25 structures with the same formula, charge and spin, eV: 0.808
Spin multiplicity: 1
HOMO energy, Eh: -0.333
Largest force on an atom, eV/Å: 1.181
Structure (SMILES): CN[C@@H](C)CN.O.O
E_tot, a.u.: -421.96173